1.
Molecular formula: C45H46BCoF2N5SSb
Method: DFT, ωB97M-V with the def2-TZVPD basis set

Output
Total charge ... -1
Highest occupied orbital energy (spin up / spin down) ... -0.1774 / -0.1771 hartree
Multiplicity ... 2
Energy above the lowest of the compared OMol25 structures with the same formula, charge and spin ... 28.10 kcal/mol
Total energy ... -4262.0254 a.u.

Last column: Löwdin spin population.
Atoms and positions in Å:
Co  0.748  -1.805  -1.292  1.057
C  -4.569  -1.092  4.715  0.000
C  -3.831  -2.357  4.254  0.000
C  -4.438  -2.806  2.927  0.000
C  -4.045  -3.473  5.286  0.000
C  -2.341  -2.052  4.134  0.000
C  -1.640  -1.611  5.272  0.000
C  -0.292  -1.332  5.239  0.000
C  0.387  -1.472  4.033  0.001
S  2.049  -1.201  3.657  0.000
C  1.715  -1.650  1.974  0.001
N  0.483  -1.950  1.731  0.016
C  -0.289  -1.882  2.880  0.001
C  -1.649  -2.192  2.944  0.000
C  2.825  -1.661  0.999  0.000
C  4.126  -1.570  1.510  -0.001
C  5.221  -1.593  0.672  -0.001
C  4.999  -1.735  -0.694  -0.002
C  3.706  -1.830  -1.178  -0.005
C  2.551  -1.774  -0.375  -0.021
H  -5.642  -1.286  4.782  0.000
H  -4.412  -0.271  4.013  0.000
H  -4.227  -0.765  5.696  0.000
H  -5.502  -3.010  3.064  0.000
H  -3.970  -3.717  2.553  0.000
H  -4.342  -2.037  2.161  0.000
H  -5.110  -3.694  5.387  0.000
H  -3.668  -3.186  6.268  0.000
H  -3.532  -4.387  4.984  0.000
H  -2.169  -1.496  6.210  0.000
H  0.224  -1.012  6.135  0.000
H  -2.139  -2.553  2.053  0.000
H  4.296  -1.501  2.578  0.000
H  6.224  -1.531  1.077  0.000
H  5.837  -1.784  -1.380  0.000
H  3.593  -1.986  -2.241  -0.001
B  -1.682  -1.711  -4.025  0.000
N  -0.144  -1.587  -4.289  0.001
C  0.312  -1.565  -5.546  0.002
C  1.673  -1.329  -5.529  0.001
C  1.967  -1.227  -4.172  0.002
N  0.873  -1.384  -3.428  0.019
N  -2.080  -1.534  -2.531  -0.001
C  -3.348  -1.423  -2.128  -0.001
C  -3.372  -1.214  -0.760  0.000
C  -2.026  -1.206  -0.406  0.002
N  -1.260  -1.398  -1.479  0.005
H  -2.220  -0.818  -4.648  0.000
H  -2.061  -2.794  -4.413  0.000
H  -0.373  -1.706  -6.365  0.000
H  2.345  -1.254  -6.365  0.000
H  2.913  -1.029  -3.704  0.000
H  -4.146  -1.478  -2.848  0.000
H  -4.232  -1.066  -0.132  0.000
H  -1.537  -1.063  0.543  0.001
C  -0.295  1.779  2.501  0.000
C  0.075  3.082  1.853  0.000
C  -0.014  4.264  2.586  0.000
C  0.342  5.483  2.032  0.000
C  0.792  5.540  0.723  0.000
C  0.880  4.371  -0.018  0.000
C  0.528  3.143  0.533  0.000
Sb  0.690  1.377  -0.689  0.001
C  2.666  1.825  -1.429  0.000
C  3.039  1.755  -2.765  0.000
C  4.365  1.865  -3.160  0.000
C  5.352  2.038  -2.206  0.000
C  4.999  2.079  -0.868  0.000
C  3.674  1.966  -0.458  0.000
C  3.385  1.962  1.018  0.000
C  -0.945  2.076  -1.946  0.000
C  -2.051  2.238  -1.108  0.000
C  -3.317  2.520  -1.593  0.000
C  -3.503  2.637  -2.959  0.000
C  -2.420  2.474  -3.804  0.000
C  -1.139  2.201  -3.325  0.000
C  -0.029  2.066  -4.324  0.000
H  -0.682  1.936  3.508  0.000
H  0.571  1.117  2.575  0.000
H  -1.052  1.235  1.932  0.000
H  -0.366  4.221  3.610  0.000
H  0.266  6.387  2.623  0.000
H  1.071  6.487  0.278  0.000
H  1.235  4.416  -1.041  0.000
H  2.300  1.572  -3.524  0.000
H  4.618  1.795  -4.211  0.000
H  6.392  2.119  -2.496  0.000
H  5.769  2.175  -0.112  0.000
H  4.305  1.803  1.579  0.000
H  2.710  1.147  1.287  0.000
H  2.933  2.898  1.350  0.000
H  -1.937  2.133  -0.034  0.000
H  -4.147  2.631  -0.908  0.000
H  -4.484  2.845  -3.367  0.000
H  -2.561  2.555  -4.875  0.000
H  -0.413  2.171  -5.339  0.000
H  0.450  1.091  -4.254  0.000
H  0.727  2.838  -4.170  0.000
F  1.123  -4.304  -0.085  -0.002
C  0.580  -3.671  -1.200  -0.057
F  1.205  -4.289  -2.289  -0.015
H  -0.471  -4.009  -1.237  -0.005

***

2.
Molecular formula: C5H8IN2S
Method: DFT, ωB97M-V with the def2-TZVPD basis set

Output
Total charge ... +1
Highest occupied orbital energy ... -0.4771 hartree
SMILES ... [H]/N=C1/C=CS[C@]([NH3+])(I)C1
Energy above the lowest of the compared OMol25 structures with the same formula, charge and spin ... 21.08 kcal/mol
Total energy ... -1000.3891 a.u.

Last column: natural (NBO) charge in e.
Atoms and positions in Å:
H  -1.761  2.364  1.033  0.372
N  -2.020  1.381  0.954  -0.559
C  -1.189  0.433  0.787  0.255
C  -1.528  -0.950  0.573  -0.317
C  -0.718  -1.930  0.251  -0.336
S  0.986  -1.813  -0.113  0.326
C  1.196  0.019  -0.143  -0.077
N  0.927  0.249  -1.711  -0.752
I  3.401  0.494  0.069  0.231
C  0.356  0.744  0.838  -0.619
H  -2.528  -1.177  1.020  0.274
H  -1.042  -3.023  -0.080  0.286
H  1.493  -0.502  -2.288  0.476
H  1.300  1.169  -1.992  0.447
H  -0.032  0.156  -1.856  0.435
H  0.436  1.850  0.743  0.254
H  0.724  0.535  1.913  0.304

***

3.
Molecular formula: C28H84N4O14
Method: DFT, ωB97M-V with the def2-TZVPD basis set

Output
Highest occupied orbital energy ... -0.3268 hartree
Energy above the lowest of the compared OMol25 structures with the same formula, charge and spin ... 259.42 kcal/mol
Total energy ... -2389.1685 a.u.

Last column: Löwdin charge in e.
Atoms and positions in Å:
C  0.697  0.378  -4.203  -0.155
O  1.753  0.130  -5.128  -0.104
H  0.840  -0.085  -3.259  0.046
H  -0.292  0.152  -4.566  0.061
H  0.725  1.486  -3.960  0.068
H  1.778  -0.817  -5.287  0.072
C  2.842  2.545  -1.244  -0.144
O  2.752  1.365  -1.992  -0.151
H  2.073  3.173  -1.733  0.087
H  3.839  3.018  -1.433  0.112
H  2.637  2.503  -0.192  0.057
H  2.907  1.585  -2.931  0.120
C  -0.648  -3.400  0.481  -0.179
O  -1.003  -4.603  -0.139  -0.079
H  -1.419  -2.638  0.371  0.056
H  0.231  -2.968  -0.014  0.051
H  -0.590  -3.427  1.566  0.089
H  -0.875  -5.372  0.391  0.078
C  -1.285  -2.260  -2.816  -0.182
O  -2.121  -3.340  -2.733  -0.056
H  -1.757  -1.429  -3.228  0.041
H  -0.403  -2.479  -3.310  0.038
H  -0.999  -1.874  -1.781  0.093
H  -1.732  -4.082  -2.336  0.037
C  -2.894  2.390  0.206  -0.159
O  -2.963  1.326  1.070  -0.136
H  -3.578  2.281  -0.695  0.102
H  -1.878  2.600  -0.064  0.042
H  -3.359  3.187  0.757  0.082
H  -3.854  1.145  1.219  0.044
C  0.082  0.268  -0.336  -0.577
O  -0.489  0.944  -1.404  -0.115
N  -0.666  -0.117  0.658  0.221
N  1.362  0.053  -0.162  0.182
H  -1.559  0.324  0.760  0.056
H  -0.202  -0.418  1.483  0.078
H  2.014  0.579  -0.766  0.054
H  1.751  -0.626  0.547  0.101
C  -0.891  4.616  -2.637  -0.668
O  -1.763  4.766  -1.610  -0.072
N  -0.266  3.547  -2.873  0.147
N  -0.689  5.570  -3.505  0.176
H  -0.396  2.771  -2.210  0.084
H  0.529  3.356  -3.524  0.139
H  -0.987  6.568  -3.437  0.150
H  -0.105  5.440  -4.267  0.077
C  1.749  -3.610  -2.299  -0.030
C  2.736  -3.199  -1.238  -0.590
C  2.618  -4.097  0.032  -0.019
O  3.989  -3.212  -1.566  0.006
H  0.794  -3.760  -1.872  0.042
H  1.925  -4.565  -2.759  0.092
H  1.756  -2.896  -3.102  0.074
H  2.375  -2.216  -1.029  0.095
H  3.259  -3.716  0.855  0.080
H  3.075  -5.089  -0.259  0.113
H  1.651  -4.382  0.352  0.035
H  4.056  -3.004  -2.528  0.141
C  -3.769  -0.708  -1.272  -0.030
C  -4.154  -1.771  -0.348  -0.659
C  -4.377  -1.305  1.051  -0.036
O  -5.300  -2.173  -0.544  0.052
H  -2.713  -0.424  -1.108  0.084
H  -4.193  0.242  -1.096  0.069
H  -3.883  -0.974  -2.248  0.048
H  -3.389  -2.550  -0.389  0.134
H  -4.755  -2.136  1.698  0.109
H  -5.111  -0.573  1.003  0.069
H  -3.382  -1.033  1.485  0.071
H  -5.256  -2.901  -1.133  0.118
C  -1.781  -1.244  3.954  -0.029
C  -1.282  -0.864  5.307  -0.695
C  -2.070  0.453  5.702  -0.035
O  -1.464  -1.676  6.200  0.054
H  -2.650  -1.904  4.012  0.107
H  -0.976  -1.628  3.411  0.029
H  -2.046  -0.389  3.361  0.061
H  -0.352  -0.439  5.279  0.087
H  -3.154  0.242  5.767  0.079
H  -1.962  1.394  5.106  0.064
H  -1.793  0.674  6.794  0.095
H  -0.587  -1.802  6.654  0.162
C  0.627  3.077  1.082  -0.026
C  -0.170  3.608  2.270  -0.628
C  -0.028  2.748  3.503  -0.018
O  0.119  4.746  2.680  0.037
H  0.242  3.345  0.073  0.084
H  0.955  2.073  1.172  0.040
H  1.566  3.558  1.098  0.062
H  -1.172  3.588  1.923  0.115
H  -0.400  3.303  4.371  0.100
H  1.052  2.485  3.568  0.090
H  -0.465  1.821  3.437  0.018
H  -0.218  5.387  2.016  0.152
C  1.931  -0.182  3.622  -0.032
C  2.172  -1.534  3.058  -0.612
C  1.773  -2.593  4.096  -0.011
O  1.618  -1.795  1.949  -0.061
H  2.394  -0.096  4.639  0.117
H  0.897  0.051  3.786  0.039
H  2.388  0.572  2.899  0.089
H  3.260  -1.622  2.747  0.137
H  2.537  -2.548  4.869  0.084
H  1.812  -3.550  3.632  0.067
H  0.800  -2.535  4.678  0.094
H  1.630  -2.744  1.739  0.074
C  -4.275  0.811  -4.269  -0.002
C  -2.816  1.360  -3.979  -0.610
C  -2.189  1.737  -5.289  -0.054
O  -2.754  2.275  -3.094  0.017
H  -4.836  1.553  -4.766  0.060
H  -4.763  0.640  -3.366  0.043
H  -4.060  0.076  -5.003  0.072
H  -2.372  0.469  -3.594  0.084
H  -1.224  2.200  -5.168  0.049
H  -2.854  2.535  -5.621  0.089
H  -2.166  0.912  -6.041  0.103
H  -1.895  2.714  -3.064  0.041
C  4.714  -0.936  0.331  -0.018
C  4.966  0.468  0.921  -0.650
C  5.974  0.371  1.971  -0.052
O  5.277  1.320  0.023  0.019
H  5.654  -1.152  -0.134  0.089
H  3.890  -0.788  -0.370  0.056
H  4.442  -1.723  1.088  0.080
H  4.059  0.968  1.451  0.150
H  6.112  1.174  2.634  0.068
H  6.912  0.023  1.532  0.095
H  5.637  -0.533  2.567  0.099
H  4.562  1.501  -0.586  0.047